The following is a quantum chemistry calculation of a cluster of 10 separate species, C36H56Br4O16 in total in a non-equilibrium geometry, from OMol25.

```
112
Properties=species:S:1:pos:R:3:forces:R:3:mulliken_charge:R:1
O 2.86764 3.32455 3.74954 0.4 -0.8 0.7 -0.6187
C 2.07160 3.92200 3.10160 1.2 0.3 -0.9 0.3768
C 0.71031 4.38023 3.47539 -0.9 -1.3 0.0 -0.3623
C 0.11356 4.88060 2.22053 -0.4 2.6 -1.3 0.4125
C 1.35853 5.30711 1.41197 0.6 -1.0 -0.4 -0.4293
O 2.44610 4.41093 1.87068 -1.5 0.5 0.6 -0.4159
H 0.03353 3.58231 3.80897 0.8 0.2 0.6 0.1264
H 0.85436 5.13630 4.21336 -0.1 0.6 0.7 0.4527
H -0.53238 4.16863 1.73049 0.1 -0.4 -0.2 -0.4445
H -0.52574 5.77829 2.40611 0.4 -0.7 -0.2 0.3803
H 1.37898 5.17243 0.32958 -0.6 0.0 0.1 0.2135
H 1.64788 6.33508 1.61009 0.1 0.1 0.2 0.2928
O 1.98047 -2.20360 5.15263 0.3 0.1 0.1 -0.6299
C 0.85809 -2.39317 4.78277 2.9 0.0 -1.9 0.4231
C -0.32618 -2.36931 5.59524 -2.8 -0.5 -0.8 -0.5791
C -1.42744 -2.20484 4.52460 0.0 -0.3 -1.1 -0.3948
C -0.77722 -3.03774 3.34410 0.4 1.9 0.3 0.5419
O 0.61979 -2.61770 3.42449 -0.6 -0.6 1.9 -0.1026
H -0.52533 -3.30637 6.06130 0.3 -1.1 0.4 0.2705
H -0.28238 -1.66259 6.38331 0.1 0.9 0.5 0.3572
H -2.39167 -2.68777 4.72021 0.1 0.6 0.4 0.4461
H -1.51354 -1.12473 4.27569 -0.3 -0.9 -0.2 0.1002
H -0.87355 -4.11662 3.55933 0.1 0.3 -0.4 0.1217
H -1.03850 -2.74426 2.31134 -0.4 -0.5 0.7 -0.5440
O -4.20364 5.07726 2.67979 -0.4 -1.1 -0.7 -0.6315
C -4.34266 4.02028 2.10004 2.5 1.3 1.4 0.4587
C -5.58648 3.29711 1.78636 -0.2 -0.4 -1.4 -0.5283
C -5.15662 2.35289 0.63352 -0.1 1.1 -1.1 -0.4648
C -3.69205 2.13826 0.96721 1.1 -1.6 1.4 0.2077
O -3.21989 3.30485 1.72404 -1.7 0.0 -0.8 -0.2045
H -5.85867 2.73683 2.65954 -0.4 -0.2 0.6 0.2670
H -6.31340 4.06869 1.54570 -0.4 -0.4 0.0 0.3127
H -5.72167 1.42575 0.45042 0.2 0.3 0.6 0.3664
H -5.22397 2.90855 -0.33680 0.0 -0.3 0.7 0.2669
H -3.55998 1.25881 1.65851 -0.2 0.7 -0.6 -0.1075
H -3.00760 1.94879 0.13369 -0.3 0.4 -0.1 0.0092
O -3.99720 -1.08303 -3.01162 0.6 -0.1 -0.6 -0.6412
C -3.14616 -1.65259 -3.67028 -2.0 0.8 0.2 0.4391
C -3.14324 -1.86808 -5.16855 0.5 0.2 0.1 -0.6445
C -1.74079 -2.49050 -5.41839 -1.0 0.8 -0.4 -0.5732
C -1.40120 -3.08121 -4.07260 -0.9 -0.2 1.1 -0.1068
O -2.14171 -2.26648 -3.10574 1.2 -0.4 0.2 -0.0278
H -3.99748 -2.49151 -5.38964 -0.1 -0.7 -0.1 0.2984
H -3.38487 -0.94579 -5.69481 0.4 0.1 0.1 0.3797
H -1.72483 -3.12030 -6.30300 0.1 -0.4 0.3 0.4226
H -1.04491 -1.67603 -5.61064 0.1 0.1 0.0 0.1923
H -1.72272 -4.08998 -3.80865 -0.1 -0.2 -0.7 0.2443
H -0.39282 -2.99818 -3.77143 1.2 0.1 0.1 0.0555
O -0.54789 -3.46846 -0.49182 -0.9 -0.6 0.7 -0.4441
C 0.59698 -3.74564 -0.70361 0.1 1.4 -0.4 0.0659
C 1.62325 -4.37376 0.17423 0.4 0.8 0.5 0.1445
C 2.82856 -4.51982 -0.76338 0.9 -0.1 -0.1 -0.8391
C 2.57569 -3.54161 -1.92179 -0.2 1.3 1.3 0.0012
O 1.13086 -3.28312 -1.84489 1.2 -0.4 -1.0 -0.1637
H 1.85395 -3.63438 1.00378 -0.2 -0.6 -1.0 -0.1977
H 1.19444 -5.22705 0.68489 0.2 -0.5 -0.2 0.4787
H 3.73553 -4.21997 -0.23424 0.0 -0.1 -0.1 0.3636
H 3.02628 -5.49001 -1.22015 -0.4 -0.3 0.5 0.2645
H 3.07887 -2.56959 -1.70767 -0.4 -0.6 -0.2 -0.1225
H 2.90338 -3.85111 -2.91681 -0.5 -0.2 0.2 0.4292
O 3.00085 -1.95260 -4.78471 0.1 0.9 0.7 -0.5651
C 3.40096 -0.96261 -4.23674 2.4 -0.6 -0.6 0.3722
C 2.78134 0.39013 -4.01896 0.3 -0.6 1.9 -0.0115
C 3.67138 1.00900 -2.86476 -1.4 -1.5 0.1 0.1804
C 4.99095 0.27418 -3.09354 0.6 1.7 0.2 -0.6350
O 4.77129 -0.90430 -3.77604 -2.9 -1.5 -1.2 -0.3817
H 2.81815 0.95751 -4.92935 0.3 0.3 -0.5 0.3244
H 1.73694 0.21697 -3.80173 -0.3 0.2 0.3 -0.0453
H 3.64894 2.07470 -2.97689 0.5 0.5 0.1 0.4697
H 3.35926 0.74262 -1.80897 -0.3 0.3 -1.3 -0.3583
H 5.68236 0.87590 -3.65589 0.4 0.4 -0.5 0.2843
H 5.49275 0.03263 -2.18472 0.2 -0.1 0.9 0.3672
O 3.26766 -1.54092 1.15159 0.8 1.1 -0.1 -0.5192
C 3.93341 -0.65251 1.66398 -0.9 -1.1 -0.3 0.2420
C 3.94067 -0.32827 3.12058 -0.6 2.1 -0.2 0.3715
C 5.01716 0.80518 3.22417 0.5 -1.0 2.5 -0.4708
C 5.52972 1.07911 1.82724 -0.3 -0.7 -0.7 -0.3446
O 4.79368 0.11129 0.96176 0.3 0.6 0.2 -0.3795
H 2.91541 -0.00098 3.49998 1.3 -0.3 -0.9 -0.2610
H 4.09916 -1.22792 3.64460 0.6 -1.0 0.7 0.4047
H 4.51437 1.63566 3.71050 0.3 0.4 -0.3 0.1830
H 5.88454 0.50879 3.93265 -1.4 0.4 -1.2 0.2526
H 5.36293 2.09539 1.45071 -0.4 -0.3 0.1 0.2700
H 6.60517 0.87932 1.71251 -0.4 -0.2 0.0 0.2431
O -3.56610 -1.07094 2.29447 0.2 -0.9 -0.2 -0.5791
C -3.49422 -2.05041 1.57955 -0.7 0.5 0.4 0.2435
C -3.32510 -2.06598 0.09729 1.0 -0.5 -1.0 0.5653
C -3.61648 -3.52976 -0.30209 0.2 0.7 -0.6 -0.3764
C -3.42023 -4.33509 0.96535 -0.7 1.8 1.2 -0.3995
O -3.61329 -3.31845 2.06697 0.0 0.2 -0.7 -0.4122
H -3.83552 -1.28594 -0.50604 -0.1 -0.6 0.7 0.5226
H -2.26628 -1.90246 -0.14068 0.1 0.1 0.3 -0.4184
H -4.65163 -3.56466 -0.53138 -1.1 -0.2 -0.5 0.5436
H -3.03835 -3.82076 -1.20384 -0.2 -0.1 0.9 -0.1168
H -4.17381 -5.10051 1.17833 0.4 0.0 -0.3 0.3237
H -2.42053 -4.62443 1.14228 1.0 -0.9 -0.2 0.1311
Br 0.41093 1.06327 2.89262 0.0 -0.3 -0.8 -0.2601
C 0.14330 0.36477 1.07342 -0.8 -1.0 0.0 0.3851
C 0.28527 1.38594 -0.00322 0.8 -0.3 -0.2 -0.3078
Br -0.49244 0.64300 -1.64038 0.2 -0.2 -0.1 -0.0690
H -0.86792 -0.04670 1.04059 0.0 0.1 0.4 -0.2145
H 0.82098 -0.45738 0.87926 0.3 -0.1 0.5 0.1038
H 1.36638 1.58015 -0.17219 -1.0 0.5 -0.1 0.4680
H -0.37332 2.20819 0.15964 0.2 1.0 0.3 -0.0879
Br -0.72394 5.13922 -2.09498 -0.2 0.2 0.2 -0.0714
C -1.14560 5.61574 -3.94376 0.0 -0.3 0.0 -0.6125
C -1.12758 4.30877 -4.77898 -0.5 0.4 0.9 -0.5541
Br 0.64288 3.39916 -4.70114 -0.9 0.5 -0.2 -0.1115
H -0.34349 6.30748 -4.21110 -0.4 -0.1 -0.2 0.3348
H -2.15220 6.12750 -3.89347 1.2 -0.7 -0.4 0.3407
H -1.37668 4.48962 -5.83559 0.2 -0.1 0.5 0.3786
H -1.86631 3.64268 -4.27732 0.7 0.1 -0.7 0.2918
```
Forces are in eV/Å.

Calculated values
SMILES string = O=C1CCCO1.O=C1CCCO1.O=C1CCCO1.O=C1CCCO1.O=C1CCCO1.O=C1CCCO1.O=C1CCCO1.O=C1CCCO1.BrCCBr.BrCCBr
Orbital gap = 10.09 eV
2S+1 = 1
E = -351171.2348 eV
Highest occupied orbital energy = -9.87 eV
Largest force on an atom = 0.068 hartree/bohr
LUMO level = 0.2 eV